(1)
DFT (ωB97M-V/def2-TZVPD) results for a molecular structure, C36H69I2NO7PSi4TeTl.

Geometry as ORCA input:
```
! wB97M-V def2-TZVPD RIJCOSX def2/J DEFGRID3
* xyz -2 1
Tl -0.24 1.58 -0.66
O -7.02 4.27 -0.15
C -6.09 4.47 0.64
O -6.06 5.04 1.76
C -4.70 3.94 0.19
C -3.54 4.53 0.69
C -2.32 3.95 0.40
N -2.22 2.81 -0.29
C -3.32 2.27 -0.82
C -4.58 2.83 -0.63
C -3.15 0.93 -1.52
O -4.13 0.37 -1.99
O -1.96 0.42 -1.53
H -3.61 5.39 1.33
H -1.39 4.37 0.77
H -5.45 2.36 -1.06
O -2.88 -2.13 -0.56
H -3.80 -1.86 -0.49
H -2.49 -1.41 -1.09
I 1.08 3.35 -2.17
I 3.51 4.89 -4.39
O 2.87 4.37 1.27
C 1.77 4.53 1.40
C 4.31 1.40 1.72
O 3.97 1.34 0.35
H 3.45 1.61 2.36
H 5.08 2.16 1.91
H 4.71 0.42 2.00
H 3.49 2.14 0.11
C -2.54 -2.95 2.81
Si -1.19 -2.16 3.84
C -1.56 -2.49 5.67
C 0.45 -2.99 3.46
Si -1.06 0.15 3.45
Te 0.66 0.33 1.61
Si -3.22 1.06 3.40
C -4.14 0.22 4.82
C -4.10 0.63 1.82
C -3.17 2.90 3.78
Si 0.14 1.12 5.21
C 1.74 0.17 5.51
C -0.84 1.14 6.82
C 0.58 2.89 4.77
H -2.62 -4.01 3.05
H -2.34 -2.84 1.74
H -3.51 -2.48 3.00
H -1.67 -3.56 5.82
H -2.48 -2.00 6.01
H -0.74 -2.14 6.30
H 0.38 -4.06 3.65
H 1.26 -2.58 4.08
H 0.72 -2.84 2.41
H -4.27 -0.85 4.63
H -5.14 0.67 4.89
H -3.64 0.35 5.78
H -4.42 -0.41 1.84
H -3.47 0.75 0.94
H -4.99 1.26 1.69
H -3.01 3.04 4.85
H -4.12 3.37 3.50
H -2.37 3.41 3.24
H 1.54 -0.81 5.94
H 2.38 0.72 6.21
H 2.30 0.03 4.58
H -1.20 0.15 7.10
H -1.71 1.80 6.73
H -0.22 1.52 7.64
H 1.08 2.93 3.80
H 1.24 3.33 5.52
H -0.32 3.52 4.71
C -0.08 -0.27 -6.77
C 0.57 0.97 -6.18
C 1.46 0.60 -4.98
C 0.91 -0.62 -4.20
C -0.62 -0.62 -4.30
C -1.06 -0.89 -5.75
P 1.51 -0.60 -2.45
C 1.27 -2.34 -1.81
C 1.61 -3.53 -2.74
C 0.48 -4.56 -2.80
C 0.07 -5.02 -1.40
C -0.26 -3.83 -0.48
C -0.12 -2.49 -1.20
C 3.37 -0.48 -2.56
C 4.06 -1.37 -3.63
C 5.42 -0.80 -4.06
C 6.15 -0.22 -2.85
C 5.40 1.01 -2.33
C 3.90 0.96 -2.64
H 0.71 -1.00 -7.02
H -0.60 -0.05 -7.70
H -0.21 1.67 -5.86
H 1.17 1.50 -6.92
H 1.53 1.46 -4.31
H 2.47 0.39 -5.32
H 1.27 -1.54 -4.69
H -0.99 0.34 -3.96
H -1.08 -1.36 -3.64
H -2.06 -0.48 -5.90
H -1.14 -1.97 -5.92
H 1.97 -2.35 -0.96
H 2.52 -4.03 -2.38
H 1.83 -3.20 -3.76
H 0.79 -5.42 -3.40
H -0.38 -4.13 -3.31
H 0.89 -5.61 -0.98
H -0.79 -5.70 -1.47
H 0.42 -3.83 0.38
H -1.27 -3.91 -0.08
H -0.31 -1.68 -0.49
H -0.90 -2.41 -1.96
H 3.66 -0.84 -1.57
H 3.43 -1.48 -4.51
H 4.20 -2.37 -3.22
H 5.28 -0.01 -4.80
H 6.01 -1.59 -4.54
H 7.18 0.03 -3.10
H 6.20 -0.99 -2.07
H 5.81 1.92 -2.78
H 5.54 1.10 -1.25
H 3.72 1.39 -3.63
H 3.37 1.60 -1.95
*
```

Values from the calculation:
Largest force on an atom ... 0.41 eV/A
Electronic energy ... -4530.1544 hartree
Lowest unoccupied orbital energy ... 0.122 Ha
Energy relative to the best compared isomer or geometry (same formula, charge and spin) ... 0.0 kJ/mol
Kohn-Sham gap ... 5.9 eV
HOMO level ... -0.0934 Eh

These are the Mulliken partial charges, in e, on atoms 1 to 5: number 1, Tl, carries 0.76; number 2, O, carries -0.73; number 3, C, carries 0.33; number 4, O, carries -0.73; number 5, C, carries 0.66

=====

(2)
DFT (ωB97M-V/def2-TZVPD) results for a molecular structure, C26H22Cl3N3O8Pt.

Geometry as ORCA input:
```
! wB97M-V def2-TZVPD RIJCOSX def2/J DEFGRID3
* xyz 2 1
Pt 0.26 0.28 2.40
O -1.51 -5.98 0.49
C -2.43 -4.93 0.32
C -1.80 -3.65 0.80
C -2.42 -2.43 0.59
C -1.82 -1.27 1.04
N -0.65 -1.31 1.69
C -0.03 -2.49 1.92
C -0.58 -3.67 1.47
C 1.21 -2.38 2.70
C 1.99 -3.45 3.08
C 3.12 -3.23 3.87
C 3.99 -4.37 4.29
O 3.43 -5.57 3.83
C 3.40 -1.93 4.25
C 2.59 -0.90 3.84
N 1.51 -1.12 3.07
H -1.92 -6.81 0.24
H -3.34 -5.09 0.92
H -2.74 -4.81 -0.72
H -3.37 -2.36 0.09
H -2.26 -0.29 0.90
H -0.08 -4.62 1.64
H 1.75 -4.46 2.78
H 4.08 -4.35 5.38
H 5.00 -4.21 3.88
H 3.95 -6.32 4.13
H 4.26 -1.70 4.88
H 2.77 0.12 4.13
Cl -3.53 4.27 -2.95
C -3.22 2.60 -2.69
C -4.26 1.69 -2.74
C -3.98 0.34 -2.53
C -2.69 -0.09 -2.27
C -1.66 0.84 -2.20
Cl -0.07 0.29 -1.80
C -1.91 2.19 -2.44
N -0.88 3.16 -2.39
C 0.07 3.31 -3.29
C 0.12 2.49 -4.45
C 1.00 2.80 -5.44
C 1.91 3.90 -5.37
C 1.94 4.66 -4.27
C 1.08 4.36 -3.13
C 1.30 4.97 -1.95
C 1.93 2.87 2.99
O 2.62 3.73 2.70
O 1.26 1.95 3.29
H -5.26 2.03 -2.94
H -4.79 -0.38 -2.59
H -2.47 -1.13 -2.12
H -0.98 3.86 -1.65
H -0.58 1.68 -4.56
H 0.99 2.20 -6.34
H 2.56 4.10 -6.21
H 2.63 5.49 -4.17
H 0.78 4.70 -1.04
H 2.05 5.75 -1.87
O 0.47 3.00 0.72
Cl -0.85 2.99 1.30
O -0.89 3.73 2.50
O -1.83 3.39 0.36
O -1.17 1.54 1.63
*
```

Values from the calculation:
Largest force on an atom ... 0.43 eV/A
Electronic energy ... -3269.3196 hartree
Lowest unoccupied orbital energy ... -0.243 Ha
Energy relative to the best compared isomer or geometry (same formula, charge and spin) ... 0.0 kJ/mol
Kohn-Sham gap ... 7.4 eV
HOMO level ... -0.5157 Eh

These are the Mulliken partial charges, in e, on atoms 1 to 5: number 1, Pt, carries 0.72; number 2, O, carries -0.49; number 3, C, carries -0.63; number 4, C, carries 0.44; number 5, C, carries -1.09

=====

Which of these has the lowest lowest unoccupied orbital energy? C26H22Cl3N3O8Pt